# 1
{"formula": "HNO3S", "method": "wB97M-V/def2-TZVPD", "symbols": ["N", "O", "O", "O", "S", "H"], "positions_angstrom": [[-1.4647, 0.3020, 0.0992], [-0.8823, 1.3190, -0.0378], [-2.5728, -0.0739, 0.1799], [1.7982, -0.3068, -0.5378], [0.9361, -1.5053, 0.1605], [2.1855, 0.2650, 0.1360]], "forces_ev_per_a": [[1.0, -0.8, 0.1], [-0.3, 0.7, 0.0], [-1.0, 0.3, 0.0], [-0.1, -0.3, -0.1], [0.5, 0.0, 0.0], [0.0, 0.0, 0.1]], "e_above_lowest_kj_mol": 170.25, "s2": 2.01, "homo_energy_ev": [-9.35, -9.19], "spin_multiplicity": 3, "total_energy_ev": -18478.56086, "orbital_gap_ev": [9.66, 7.06]}

=====

# 2
{"formula": "C30H64N4O16S2", "method": "wB97M-V/def2-TZVPD", "symbols": ["C", "O", "N", "N", "H", "H", "H", "H", "C", "O", "N", "N", "H", "H", "H", "H", "C", "C", "O", "S", "O", "O", "O", "H", "H", "H", "H", "C", "C", "O", "S", "O", "O", "O", "H", "H", "H", "H", "C", "C", "C", "O", "C", "H", "H", "H", "H", "H", "H", "H", "H", "C", "C", "C", "O", "C", "H", "H", "H", "H", "H", "H", "H", "H", "C", "C", "C", "O", "C", "H", "H", "H", "H", "H", "H", "H", "H", "C", "C", "C", "O", "C", "H", "H", "H", "H", "H", "H", "H", "H", "C", "C", "C", "O", "C", "H", "H", "H", "H", "H", "H", "H", "H", "C", "C", "C", "O", "C", "H", "H", "H", "H", "H", "H", "H", "H"], "positions_angstrom": [[4.9141, -0.4652, -8.3253], [5.9905, 0.0972, -8.2903], [4.7569, -1.8077, -8.5740], [3.7631, 0.1881, -7.9142], [5.6019, -2.3235, -8.7314], [3.9267, -2.2876, -8.2776], [3.9122, 1.1390, -7.6377], [2.9472, -0.3384, -7.6642], [9.0897, -7.1198, -14.7307], [9.2206, -7.5687, -15.8602], [10.1950, -6.8292, -13.9500], [7.8928, -6.8294, -14.1574], [10.2440, -6.1457, -13.2173], [11.0656, -7.1112, -14.3618], [7.7689, -6.7812, -13.1602], [7.0369, -6.8944, -14.6992], [9.6105, -2.9045, -16.9019], [9.4377, -1.4449, -16.4649], [8.2655, -1.3938, -15.6683], [7.5229, -2.8301, -15.6255], [6.1591, -2.6092, -15.9234], [7.9222, -3.4721, -14.4229], [8.2636, -3.4403, -16.8701], [10.2282, -3.5402, -16.2672], [9.9654, -3.0111, -17.9227], [9.3407, -0.8128, -17.3471], [10.3063, -1.1204, -15.8922], [5.0281, -4.1420, -12.7115], [4.5985, -3.7242, -11.2907], [5.1921, -4.6478, -10.3975], [5.1897, -6.0920, -11.0932], [3.9178, -6.6859, -10.8795], [6.3501, -6.8071, -10.7213], [5.3910, -5.5437, -12.5466], [5.9171, -3.6997, -13.1413], [4.1439, -4.0754, -13.3422], [3.5187, -3.6230, -11.1959], [5.0318, -2.7337, -11.1525], [8.5953, -0.1435, -12.0297], [7.2699, -0.6963, -11.4650], [7.6663, -1.9577, -10.7091], [9.0654, -1.9039, -10.5337], [9.5958, -1.2431, -11.6536], [8.8451, 0.7259, -11.4215], [8.5466, 0.0523, -13.0955], [6.5521, -0.9099, -12.2689], [6.7532, 0.0687, -10.8880], [7.3586, -2.9059, -11.1735], [7.2156, -2.0115, -9.7178], [9.6872, -1.9601, -12.4869], [10.5940, -0.8626, -11.4477], [-1.2852, -5.9428, -13.5389], [-0.0165, -5.1143, -13.6334], [1.0170, -6.0265, -14.2435], [0.2619, -6.8378, -15.1388], [-1.0176, -7.0698, -14.5840], [-2.2246, -5.4002, -13.6452], [-1.3618, -6.3369, -12.5237], [0.2519, -4.7494, -12.6355], [-0.0860, -4.2057, -14.2363], [1.5375, -6.6852, -13.5350], [1.8290, -5.4582, -14.7027], [-1.1393, -8.0461, -14.1127], [-1.7369, -6.9652, -15.3983], [4.5019, -7.7981, -17.7193], [3.5621, -6.8370, -16.9656], [4.1785, -6.7591, -15.5566], [5.4890, -7.3258, -15.6377], [5.5339, -8.2671, -16.7031], [4.9112, -7.3286, -18.6158], [3.9617, -8.6650, -18.1088], [2.5444, -7.2204, -16.9969], [3.5321, -5.8313, -17.3836], [3.6392, -7.3932, -14.8454], [4.3019, -5.7298, -15.2297], [5.2311, -9.2328, -16.2736], [6.5346, -8.4072, -17.1052], [4.2411, -11.3671, -9.9503], [5.3853, -10.6175, -10.6088], [6.6271, -11.3432, -10.0782], [6.2349, -12.6883, -9.8720], [4.8133, -12.7984, -9.7771], [3.3753, -11.4816, -10.6047], [3.9362, -10.9791, -8.9836], [5.4079, -9.5532, -10.3716], [5.3539, -10.6978, -11.6973], [6.9709, -10.8424, -9.1643], [7.4516, -11.3753, -10.7894], [4.5527, -13.1528, -8.7765], [4.4975, -13.4957, -10.5515], [1.6649, -9.1683, -9.3964], [1.2750, -7.7164, -9.1664], [0.7080, -7.3622, -10.5267], [0.0369, -8.5296, -10.9870], [0.5503, -9.6775, -10.3043], [1.8312, -9.7342, -8.4798], [2.6379, -9.1566, -9.8941], [2.1404, -7.0910, -8.9467], [0.5172, -7.5605, -8.3953], [1.5140, -7.0655, -11.2052], [0.0025, -6.5304, -10.5190], [0.8695, -10.4389, -11.0161], [-0.2585, -10.0916, -9.6917], [1.3217, -0.8385, -15.0269], [1.4502, -0.2473, -13.6197], [1.2304, -1.4929, -12.7880], [2.1235, -2.4163, -13.4130], [2.0279, -2.2006, -14.8249], [1.8474, -0.1852, -15.7259], [0.2988, -0.9543, -15.3745], [0.8207, 0.6288, -13.4730], [2.4901, 0.0419, -13.4612], [0.2076, -1.8862, -12.7954], [1.5367, -1.3532, -11.7493], [1.3189, -2.9538, -15.1950], [2.9591, -2.3218, -15.3727]], "forces_ev_per_a": [[-0.3, 0.0, 1.9], [0.1, 0.0, -0.9], [-0.1, 0.5, -0.5], [0.5, -0.6, -0.9], [0.0, -0.2, 0.2], [0.1, -0.1, -0.1], [-0.3, 0.0, 0.2], [-0.1, 0.3, 0.1], [-0.1, 0.5, 0.2], [-0.1, 0.0, 0.0], [0.3, -0.5, -0.1], [-0.3, 0.1, 0.1], [-0.4, 0.0, 0.0], [0.0, 0.1, 0.0], [0.3, 0.1, 0.0], [0.2, -0.3, -0.1], [-0.1, -0.6, -0.1], [0.9, -0.3, -0.3], [-0.3, -0.3, 0.0], [0.5, 1.0, 0.1], [-0.4, -0.3, 0.0], [-0.1, -0.2, 0.1], [-0.1, 0.0, -0.1], [0.0, 0.3, 0.2], [-0.1, 0.1, 0.0], [-0.3, 0.1, 0.1], [-0.1, 0.1, 0.1], [-0.8, -1.1, 0.5], [0.6, 1.6, -1.1], [0.1, -0.2, 0.3], [0.2, 0.6, 0.2], [-0.3, 0.0, -0.3], [0.4, -0.1, 0.1], [-0.3, -0.5, -0.5], [0.0, 0.4, 0.2], [0.3, 0.0, -0.4], [0.0, -0.5, 0.1], [-0.1, -0.1, 0.6], [0.0, -0.4, 1.1], [-0.8, 0.2, -1.1], [-0.4, -0.2, 0.8], [0.2, 0.0, 0.4], [0.0, -0.2, -1.2], [0.1, 0.3, -0.5], [0.1, 0.2, 0.0], [0.2, -0.2, -0.1], [0.2, -0.2, 0.5], [0.2, 0.2, -0.5], [0.2, 0.3, 0.1], [0.0, 0.0, 0.0], [0.0, 0.0, 0.3], [0.2, -0.6, 0.2], [0.2, 1.1, 1.0], [0.1, -0.5, 0.5], [0.6, 0.1, -0.4], [-1.1, 0.9, 0.2], [0.1, 0.1, -0.6], [0.2, -0.4, -0.1], [0.3, -0.1, -0.1], [-0.4, -0.2, -0.2], [-0.3, 0.1, 0.3], [-0.3, -0.1, -0.7], [0.4, -0.1, -0.1], [0.0, -0.3, -0.1], [-0.3, -0.2, -0.8], [0.2, -0.1, 0.1], [0.1, -0.9, -0.2], [0.5, 0.7, -0.4], [-0.6, -0.5, 0.3], [0.4, 0.1, 0.3], [-0.1, 0.1, 0.1], [-0.1, 0.1, 0.4], [0.1, -0.1, -0.3], [-0.3, 0.5, 0.1], [-0.2, 0.0, 0.3], [0.0, 0.0, -0.2], [0.2, 0.4, 0.2], [-0.1, -1.3, -0.6], [0.4, 0.3, -0.2], [-0.2, 0.3, -0.2], [0.0, -0.2, 0.2], [0.4, 0.8, 0.5], [-0.2, 0.5, 0.2], [0.1, 0.2, 0.0], [0.0, 0.0, 0.0], [-0.2, -0.1, 0.0], [0.0, -0.3, 0.2], [0.0, 0.2, 0.0], [0.0, -0.4, -0.2], [-0.2, 0.0, 0.1], [0.6, 0.2, 0.1], [0.0, 0.5, 0.0], [0.1, 0.3, -0.1], [0.0, -0.1, -0.3], [-0.1, 0.1, 0.5], [-0.4, -0.1, 0.0], [-0.1, -0.1, -0.3], [0.0, 0.0, 0.1], [0.0, -0.3, 0.1], [0.0, -0.2, -0.1], [-0.2, -0.1, 0.1], [0.1, 0.1, -0.1], [0.0, -0.1, -0.1], [1.3, 0.5, 0.1], [-0.5, 0.0, -0.4], [0.4, 0.2, 0.4], [0.5, 0.0, 0.1], [-1.8, -0.4, -0.6], [-0.1, -0.2, -0.2], [-0.1, 0.0, 0.2], [-0.2, -0.2, 0.3], [0.0, 0.2, 0.0], [-0.1, 0.2, -0.2], [0.1, -0.2, 0.0], [0.4, -0.2, -0.2], [0.3, 0.1, 0.5]], "smiles": "O=S1(=O)OCCO1.O=S1(=O)OCCO1.C1CCOC1.C1CCOC1.C1CCOC1.C1CCOC1.C1CCOC1.C1CCOC1.NC(N)=O.NC(N)=O", "homo_energy_ev": -9.17, "total_energy_ev": -92536.10307, "orbital_gap_ev": 9.32}